1.
{
  "formula": "C4H8NS",
  "method": "ωB97M-V/def2-TZVPD",
  "symbols": ["C", "C", "C", "C", "N", "S", "H", "H", "H", "H", "H", "H", "H", "H"],
  "positions_angstrom": [[-0.200, 1.034, -0.232], [-1.663, 1.203, -0.273], [-0.295, -1.142, 0.466], [1.845, -0.406, -0.088], [0.401, -0.048, 0.006], [-2.505, -0.358, 0.071], [0.501, 1.825, -0.404], [-2.096, 1.555, -1.279], [-1.990, 1.732, 0.638], [-0.355, -2.080, -0.054], [-0.200, -1.482, 1.433], [1.713, -1.458, 0.024], [2.272, -0.096, -0.996], [2.572, -0.279, 0.687]],
  "nbo_charge": [0.331, -0.671, -0.186, -0.419, -0.293, 0.164, 0.232, 0.309, 0.302, 0.247, 0.233, 0.232, 0.250, 0.268],
  "lumo_energy_ev": -5.09,
  "total_charge": 1,
  "spin_multiplicity": 1,
  "e_above_lowest_ev": 2.525
}


2.
{
  "formula": "C2H5N5O",
  "method": "ωB97M-V/def2-TZVPD",
  "symbols": ["C", "C", "H", "H", "H", "H", "H", "N", "N", "N", "N", "N", "O"],
  "positions_angstrom": [[0.451, 1.216, -1.371], [1.059, -0.520, -0.080], [-1.702, -1.953, 0.537], [-1.283, -0.704, 1.635], [-1.465, 1.115, 1.593], [0.184, 2.204, -1.964], [2.773, -1.408, 0.091], [-1.408, -1.005, 0.657], [-0.298, -0.509, -0.142], [-0.831, 0.829, -0.697], [1.457, 0.524, -1.105], [1.746, -1.537, 0.396], [-0.683, 1.748, 0.450]],
  "nbo_charge": [0.257, 0.508, 0.397, 0.349, 0.425, 0.228, 0.361, -0.645, -0.190, -0.020, -0.427, -0.677, -0.564],
  "lumo_energy_ev": -1.22,
  "total_charge": 0,
  "spin_multiplicity": 1,
  "e_above_lowest_ev": 7.669
}


3.
{
  "formula": "C49H44N2O29PS",
  "method": "ωB97M-V/def2-TZVPD",
  "symbols": ["N", "C", "C", "O", "C", "N", "C", "C", "P", "S", "C", "C", "H", "H", "H", "H", "H", "H", "H", "H", "H", "H", "H", "H", "H", "H", "H", "H", "C", "C", "C", "O", "C", "C", "C", "O", "O", "O", "H", "H", "H", "H", "C", "C", "C", "O", "C", "C", "C", "O", "O", "O", "H", "H", "H", "H", "C", "C", "C", "O", "C", "C", "C", "O", "O", "O", "H", "H", "H", "H", "C", "C", "C", "O", "C", "C", "C", "O", "O", "O", "H", "H", "H", "H", "C", "C", "C", "O", "C", "C", "C", "O", "O", "O", "H", "H", "H", "H", "C", "C", "C", "O", "C", "C", "C", "O", "O", "O", "H", "H", "H", "H", "C", "C", "C", "O", "C", "C", "C", "O", "O", "O", "H", "H", "H", "H"],
  "positions_angstrom": [[0.287, 0.669, 4.515], [-0.785, -0.272, 4.265], [-1.281, -0.860, 5.580], [-1.728, 0.129, 6.486], [-2.370, -1.932, 5.427], [-3.578, -1.415, 4.775], [-4.499, -0.739, 5.349], [-5.555, -0.283, 4.420], [-7.265, -0.673, 5.008], [-7.681, 0.169, 6.687], [-5.071, -0.779, 3.037], [-3.877, -1.695, 3.347], [0.791, 0.889, 3.664], [-0.046, 1.547, 4.895], [-0.367, -1.087, 3.665], [-1.646, 0.131, 3.699], [-0.448, -1.375, 6.066], [-2.102, 0.874, 6.016], [-2.021, -2.785, 4.846], [-2.655, -2.276, 6.421], [-4.474, -0.545, 6.417], [-5.573, 0.814, 4.487], [-7.986, -0.307, 3.863], [-7.273, -2.080, 4.956], [-5.837, -1.340, 2.501], [-4.783, 0.072, 2.421], [-4.148, -2.750, 3.305], [-2.995, -1.516, 2.735], [-11.208, 3.824, 5.779], [-10.182, 3.148, 5.244], [-10.375, 2.024, 4.235], [-9.348, 1.509, 3.801], [-11.700, 1.639, 3.853], [-12.735, 2.310, 4.393], [-12.546, 3.454, 5.387], [-13.570, 3.975, 5.785], [-13.996, 2.062, 4.125], [-8.911, 3.385, 5.528], [-11.075, 4.625, 6.492], [-11.834, 0.837, 3.142], [-14.518, 2.705, 4.652], [-8.404, 2.713, 5.030], [5.368, 3.971, 2.269], [5.682, 4.037, 3.576], [4.839, 3.375, 4.661], [5.241, 3.504, 5.801], [3.642, 2.653, 4.282], [3.333, 2.599, 2.981], [4.189, 3.244, 1.899], [3.790, 3.082, 0.755], [2.259, 1.985, 2.493], [6.735, 4.666, 4.050], [5.970, 4.429, 1.496], [3.050, 2.184, 5.055], [2.300, 2.106, 1.519], [6.718, 4.544, 5.022], [2.701, 2.536, -4.486], [1.513, 2.354, -5.074], [0.219, 2.193, -4.293], [-0.789, 2.019, -4.958], [0.257, 2.260, -2.850], [1.444, 2.458, -2.257], [2.739, 2.596, -3.045], [3.743, 2.756, -2.375], [1.629, 2.566, -0.952], [1.336, 2.289, -6.387], [3.629, 2.634, -5.028], [-0.669, 2.166, -2.301], [2.592, 2.740, -0.826], [0.376, 2.141, -6.528], [-3.264, -5.554, 5.587], [-3.095, -6.254, 6.727], [-4.271, -6.812, 7.530], [-3.966, -7.418, 8.537], [-5.612, -6.591, 7.047], [-5.771, -5.901, 5.909], [-4.601, -5.327, 5.124], [-4.899, -4.683, 4.121], [-6.947, -5.637, 5.363], [-1.929, -6.527, 7.257], [-2.430, -5.195, 5.000], [-6.443, -6.994, 7.609], [-6.764, -5.167, 4.527], [-2.113, -7.052, 8.068], [7.923, 6.792, -3.937], [7.952, 6.628, -2.604], [7.186, 5.519, -1.892], [7.298, 5.497, -0.676], [6.395, 4.600, -2.669], [6.367, 4.769, -4.000], [7.129, 5.875, -4.716], [7.002, 5.902, -5.928], [5.669, 4.002, -4.822], [8.634, 7.398, -1.776], [8.463, 7.578, -4.443], [5.838, 3.819, -2.171], [5.823, 4.357, -5.724], [8.467, 7.037, -0.880], [5.005, -0.871, -8.453], [5.084, -1.437, -9.666], [4.092, -1.138, -10.780], [4.289, -1.721, -11.832], [3.014, -0.216, -10.524], [2.928, 0.350, -9.309], [3.931, 0.060, -8.199], [3.756, 0.648, -7.146], [1.980, 1.205, -8.972], [6.015, -2.307, -10.018], [5.710, -1.082, -7.661], [2.307, -0.009, -11.315], [2.110, 1.462, -8.036], [5.821, -2.548, -10.949], [6.072, -5.198, -8.154], [6.308, -5.002, -6.848], [5.785, -5.938, -5.766], [6.076, -5.633, -4.620], [5.000, -7.084, -6.147], [4.759, -7.278, -7.453], [5.284, -6.342, -8.536], [4.984, -6.642, -9.679], [4.052, -8.281, -7.939], [7.002, -3.988, -6.359], [6.431, -4.529, -8.923], [4.631, -7.746, -5.377], [4.057, -8.158, -8.913], [7.009, -4.123, -5.388]],
  "mulliken_charge": [-0.383, -0.712, -0.007, -0.558, -0.999, 0.543, -0.767, 0.213, 0.339, -0.324, -0.781, -0.398, 0.174, 0.239, 0.422, 0.292, 0.426, 0.385, 0.321, 0.433, 0.578, 0.336, 0.109, -0.035, 0.424, 0.318, 0.149, 0.403, -0.925, 0.369, 1.122, -0.635, -1.129, 0.327, 1.045, -0.610, -0.563, -0.582, 0.446, 0.446, 0.388, 0.272, -1.301, 0.430, 0.939, -0.613, -0.895, 0.062, 0.926, -0.485, -0.573, -0.570, 0.661, 0.532, 0.312, 0.380, -1.108, 0.053, 1.202, -0.644, -1.012, 0.275, 1.192, -0.594, -0.542, -0.580, 0.581, 0.451, 0.381, 0.355, -1.144, 0.313, 0.990, -0.598, -0.920, 0.270, 1.199, -0.771, -0.592, -0.569, 0.590, 0.453, 0.354, 0.401, -1.001, 0.207, 1.189, -0.650, -1.073, 0.064, 1.099, -0.645, -0.435, -0.581, 0.446, 0.632, 0.373, 0.379, -1.208, 0.250, 1.218, -0.635, -1.013, 0.403, 1.025, -0.482, -0.573, -0.545, 0.516, 0.449, 0.321, 0.369, -0.942, 0.240, 1.060, -0.649, -1.039, 0.341, 1.105, -0.649, -0.568, -0.568, 0.474, 0.427, 0.388, 0.379],
  "lumo_energy_ev": -4.06,
  "total_charge": 1,
  "spin_multiplicity": 1
}


In the order shown, the computed Kohn-Sham gap values come out to 8.2; 8.3; 6.6 eV.